No. 1
# C15H13FN4O2S

The molecule C15H13FN4O2S at a distorted geometry (ωB97M-V/def2-TZVPD, the OMol25 dataset).

ORCA input file:
```
! RIJCOSX wB97M-V def2-TZVPD def2/J DEFGRID3
* xyz 0 1
O -0.60 -0.31 -2.87
F 2.91 1.78 -1.39
N -6.64 1.20 2.57
N -5.40 1.29 2.89
O 1.07 -0.35 1.30
S -6.98 0.95 0.93
C -1.13 -0.47 -1.78
C 5.79 -0.28 -0.29
C 5.11 -1.35 0.26
C 5.03 0.75 -0.88
C -3.19 1.02 1.91
C -2.39 0.74 0.81
C -4.43 0.49 -0.45
C 3.75 -1.35 0.34
C 3.65 0.79 -0.79
C -4.58 1.09 1.82
C -5.22 0.85 0.66
C -3.03 0.48 -0.43
C 3.00 -0.25 -0.18
N -2.33 0.18 -1.63
N -0.53 -1.19 -0.83
C 1.47 -0.23 -0.09
C 0.92 -1.39 -0.85
H 1.70 0.12 1.86
H 6.88 -0.25 -0.38
H 5.67 -2.18 0.67
H 5.51 1.59 -1.32
H -2.78 1.16 2.92
H -1.31 0.70 0.98
H -4.90 0.26 -1.38
H 3.21 -2.20 0.79
H -2.76 0.38 -2.52
H -0.97 -1.01 0.08
H 1.10 0.74 -0.46
H 1.29 -1.44 -1.88
H 1.13 -2.32 -0.36
*
```

For the HOMO-LUMO gap, the calculation gives 0.323 Ha. The structure (SMILES) is O=C(NC[C@@H](O)c1ccccc1F)Nc1ccc2nnsc2c1. For the largest force on an atom, the calculation gives 2.885 eV/A. The calculation puts the total energy at -1446.94716 a.u. The highest occupied orbital energy is -0.324 Eh. The calculation puts the energy above the lowest of the compared OMol25 structures with the same formula, charge and spin at 0.303 eV.


No. 2
# C15H13FeN5O3

A structure of composition C15H13FeN5O3 at a distorted geometry (ωB97M-V/def2-TZVPD, the OMol25 dataset).

ORCA input file:
```
! RIJCOSX wB97M-V def2-TZVPD def2/J DEFGRID3
* xyz -2 5
O 4.33 0.59 0.18
C 3.55 1.33 0.59
Fe 2.22 2.46 1.03
C 3.52 3.57 1.56
O 4.34 4.35 1.81
C 2.12 1.85 2.70
O 1.96 1.36 3.74
C 0.75 1.25 0.34
C -0.48 1.57 1.15
C -0.65 3.08 1.26
C 0.71 3.74 1.38
C 1.41 4.17 0.22
C 1.50 3.33 -0.89
C 1.27 1.96 -0.77
H 0.94 0.17 0.35
H -1.38 1.05 0.77
H -0.32 1.16 2.17
H -1.19 3.47 0.38
H -1.26 3.33 2.15
H 0.82 4.34 2.29
H 1.87 5.16 0.22
H 2.00 3.70 -1.80
H 1.69 1.31 -1.55
N -2.31 -6.47 -1.38
C -2.51 -5.19 -1.74
N -3.31 -4.86 -2.76
C -3.44 -3.55 -3.05
N -2.84 -2.49 -2.42
C -2.04 -2.75 -1.42
C -1.81 -4.17 -0.99
N -0.96 -4.18 0.05
C -0.66 -2.86 0.28
N -1.27 -1.97 -0.57
H -1.70 -6.70 -0.61
H -2.79 -7.21 -1.89
H -4.10 -3.32 -3.88
H 0.01 -2.57 1.08
*
```

For the HOMO-LUMO gap (alpha / beta), the calculation gives 0.131 / 0.250 Ha. For the largest force on an atom, the calculation gives 4.797 eV/A. The calculation puts the total energy at -2342.42004 a.u. The highest occupied orbital energy (alpha / beta) is 0.064 / -0.062 Eh. The calculation puts the energy above the lowest of the compared OMol25 structures with the same formula, charge and spin at 1.064 eV.


No. 3
# C15H13N3O4SSeTl

A structure of composition C15H13N3O4SSeTl (ωB97M-V/def2-TZVPD, the OMol25 dataset).

ORCA input file:
```
! RIJCOSX wB97M-V def2-TZVPD def2/J DEFGRID3
* xyz -1 1
Tl 0.59 1.10 -1.09
C 0.45 -1.58 5.30
C 0.51 -0.38 4.40
C -0.51 0.57 4.41
C -0.48 1.66 3.56
C 0.57 1.82 2.66
C 1.59 0.88 2.64
C 1.56 -0.20 3.51
S 0.58 3.20 1.52
O 0.08 4.31 2.30
O 1.94 3.27 1.03
N -0.34 2.82 0.30
C -1.76 2.66 0.58
C -2.25 1.20 0.50
O -3.31 0.90 1.04
O -1.52 0.38 -0.18
H -0.26 -1.43 6.11
H 1.43 -1.79 5.74
H 0.14 -2.47 4.74
H -1.35 0.45 5.09
H -1.27 2.41 3.59
H 2.42 1.02 1.96
H 2.38 -0.92 3.50
H -2.34 3.21 -0.17
H -2.07 3.06 1.54
Se -1.05 -1.66 1.30
N 0.52 -1.41 0.51
C 1.36 -2.29 1.01
C 2.75 -2.37 0.66
C 3.52 -3.29 1.28
C 2.99 -4.18 2.27
C 1.68 -4.14 2.63
C 0.82 -3.18 2.01
N -0.46 -3.00 2.29
H 3.14 -1.69 -0.08
H 4.58 -3.36 1.03
H 3.65 -4.90 2.74
H 1.27 -4.80 3.38
*
```

For the HOMO-LUMO gap, the calculation gives 0.259 Ha. For the largest force on an atom, the calculation gives 0.140 eV/A. The calculation puts the total energy at -4016.83671 a.u. The highest occupied orbital energy is -0.190 Eh.


No. 4
# C15H14BrN3O2

The molecule C15H14BrN3O2 (ωB97M-V/def2-TZVPD, the OMol25 dataset).

ORCA input file:
```
! RIJCOSX wB97M-V def2-TZVPD def2/J DEFGRID3
* xyz 0 1
C 5.78 1.43 1.02
C 5.03 0.46 0.17
C 3.73 0.09 0.48
C 3.08 -0.81 -0.36
N 3.64 -1.33 -1.45
C 4.88 -0.97 -1.74
C 5.61 -0.08 -0.97
H 6.62 0.18 -1.25
H 5.29 -1.42 -2.63
N 1.78 -1.27 -0.15
C 0.92 -0.97 0.86
O 1.15 -0.23 1.78
C -0.43 -1.70 0.71
N -1.38 -1.26 1.69
C -1.88 0.00 1.79
O -2.52 0.36 2.75
C -1.62 0.90 0.62
C -2.29 0.76 -0.59
C -2.08 1.64 -1.63
C -1.19 2.68 -1.47
C -0.51 2.84 -0.27
C -0.74 1.96 0.77
H -0.23 2.08 1.71
H 0.18 3.66 -0.15
H -1.02 3.37 -2.29
H -2.62 1.51 -2.56
Br -3.53 -0.67 -0.83
H -1.47 -1.81 2.53
H -0.27 -2.77 0.82
H -0.81 -1.52 -0.30
H 1.48 -1.92 -0.87
H 3.23 0.48 1.35
H 5.22 1.67 1.92
H 5.96 2.35 0.47
H 6.75 1.02 1.30
*
```

For the HOMO-LUMO gap, the calculation gives 0.355 Ha. The structure (SMILES) is Cc1ccnc(NC(=O)CNC(=O)c2ccccc2Br)c1. For the largest force on an atom, the calculation gives 0.609 eV/A. The calculation puts the total energy at -3468.82031 a.u. The highest occupied orbital energy is -0.334 Eh. The calculation puts the energy above the lowest of the compared OMol25 structures with the same formula, charge and spin at 0.000 eV.


No. 5
# C15H14ClFN2OS

The molecule C15H14ClFN2OS (ωB97M-V/def2-TZVPD, the OMol25 dataset).

ORCA input file:
```
! RIJCOSX wB97M-V def2-TZVPD def2/J DEFGRID3
* xyz 0 1
C -4.16 -2.60 -1.72
H -4.98 -1.88 -1.79
O -3.53 -2.55 -0.47
C -2.95 -1.39 -0.07
C -2.89 -0.23 -0.83
C -2.26 0.90 -0.32
C -1.69 0.89 0.94
C -1.74 -0.28 1.69
C -2.36 -1.41 1.20
H -2.41 -2.31 1.77
H -1.30 -0.30 2.68
C -0.94 2.10 1.44
N 0.45 2.00 1.05
C 0.95 2.56 -0.06
S 0.24 3.83 -0.85
N 2.17 2.11 -0.50
C 2.78 0.88 -0.29
C 2.04 -0.29 -0.06
C 2.69 -1.49 0.13
C 4.08 -1.54 0.09
C 4.82 -0.40 -0.17
C 4.17 0.81 -0.36
H 4.75 1.70 -0.56
Cl 6.54 -0.48 -0.25
F 4.69 -2.72 0.28
H 2.14 -2.40 0.31
H 0.96 -0.27 -0.08
H 2.65 2.76 -1.12
H 0.98 1.25 1.48
H -1.34 3.02 1.00
H -0.99 2.17 2.53
H -2.22 1.79 -0.92
H -3.33 -0.18 -1.82
H -3.45 -2.43 -2.54
H -4.56 -3.61 -1.81
*
```

For the HOMO-LUMO gap, the calculation gives 0.325 Ha. The structure (SMILES) is COc1ccc(CNC(=S)Nc2ccc(F)c(Cl)c2)cc1. For the largest force on an atom, the calculation gives 0.736 eV/A. The calculation puts the total energy at -1723.00267 a.u. The highest occupied orbital energy is -0.304 Eh.


No. 6
# C15H14ClIrNO2

A structure of composition C15H14ClIrNO2 at a distorted geometry (ωB97M-V/def2-TZVPD, the OMol25 dataset).

ORCA input file:
```
! RIJCOSX wB97M-V def2-TZVPD def2/J DEFGRID3
* xyz 0 6
C 1.42 -1.22 -3.21
C 0.00 -1.20 -3.43
C -0.63 -1.97 -2.40
C 0.40 -2.47 -1.52
C 1.68 -2.01 -2.04
Ir 0.36 -0.34 -1.47
C -0.68 1.37 -1.98
C 0.70 1.86 -2.35
C 1.12 2.43 -3.52
N 1.58 1.21 -1.53
H -1.70 -2.15 -2.31
H -0.52 -0.70 -4.26
H 0.25 -3.11 -0.65
H 2.65 -2.21 -1.60
H 2.16 -0.73 -3.85
H -1.41 1.36 -2.79
H 1.92 1.68 -0.69
H -1.11 1.88 -1.11
H 0.45 2.92 -4.18
H 2.19 2.41 -3.74
Cl -0.93 1.06 6.91
C -0.85 0.58 5.27
C -1.11 -0.76 4.92
C -1.08 -1.12 3.58
C -0.80 -0.17 2.60
C -0.53 1.16 2.94
C -0.58 1.54 4.28
C -0.66 -0.64 1.18
O -1.14 -1.71 0.78
O 0.07 0.21 0.46
H -1.33 -1.49 5.69
H -1.25 -2.16 3.27
H -0.26 1.89 2.18
H -0.40 2.58 4.55
*
```

For the HOMO-LUMO gap (alpha / beta), the calculation gives 0.205 / 0.204 Ha. For the largest force on an atom, the calculation gives 4.729 eV/A. The calculation puts the total energy at -1349.38759 a.u. The highest occupied orbital energy (alpha / beta) is -0.182 / -0.311 Eh.


No. 7
# C15H14F3NO6

The molecule C15H14F3NO6 at a distorted geometry (ωB97M-V/def2-TZVPD, the OMol25 dataset).

ORCA input file:
```
! RIJCOSX wB97M-V def2-TZVPD def2/J DEFGRID3
* xyz 0 1
C -0.01 -0.95 2.67
C -0.87 0.05 2.63
C -1.72 0.48 1.47
H -2.71 0.03 1.60
H -1.89 1.56 1.53
C -1.22 0.15 0.05
C 0.28 0.10 -0.12
C 0.89 -0.96 -0.79
C 2.26 -1.06 -0.92
C 3.08 -0.09 -0.34
C 2.51 0.98 0.32
C 1.12 1.09 0.40
N 0.64 2.30 1.01
O -0.35 2.82 0.53
O 1.28 2.76 1.93
H 3.12 1.76 0.75
C 4.57 -0.23 -0.43
F 5.21 0.93 -0.27
F 4.97 -0.74 -1.61
F 5.05 -1.07 0.51
H 2.70 -1.89 -1.45
H 0.28 -1.72 -1.24
C -1.81 1.21 -0.92
O -2.89 1.70 -0.77
O -0.99 1.42 -1.94
C -1.46 2.35 -2.92
H -0.67 2.42 -3.66
H -1.64 3.32 -2.45
H -2.38 1.99 -3.37
C -1.85 -1.16 -0.45
O -2.17 -1.37 -1.60
O -2.02 -2.04 0.52
C -2.63 -3.28 0.17
H -2.79 -3.82 1.10
H -1.98 -3.85 -0.50
H -3.58 -3.10 -0.34
H -1.03 0.64 3.52
H 0.54 -1.17 3.57
H 0.19 -1.58 1.82
*
```

For the HOMO-LUMO gap, the calculation gives 0.334 Ha. The structure (SMILES) is C=CCC(C(=O)OC)(C(=O)OC)c1ccc(C(F)(F)F)cc1[N+](=O)[O-]. For the largest force on an atom, the calculation gives 1.304 eV/A. The calculation puts the total energy at -1385.70589 a.u. The highest occupied orbital energy is -0.361 Eh. The calculation puts the energy above the lowest of the compared OMol25 structures with the same formula, charge and spin at 0.000 eV.


No. 8
# C15H14FeN2O3

A structure of composition C15H14FeN2O3 at a distorted geometry (ωB97M-V/def2-TZVPD, the OMol25 dataset).

ORCA input file:
```
! RIJCOSX wB97M-V def2-TZVPD def2/J DEFGRID3
* xyz 0 5
C 2.27 -1.02 0.48
C 0.92 -0.45 0.60
N -0.16 -1.24 0.37
C -1.25 -0.44 0.48
C -2.61 -1.00 0.39
C -0.78 0.88 0.76
N 0.57 0.84 0.88
H 3.01 -0.22 0.43
H 2.50 -1.68 1.32
H 2.33 -1.62 -0.44
H -3.36 -0.21 0.36
H -2.72 -1.61 -0.52
H -2.83 -1.64 1.25
H -1.40 1.78 0.83
O -0.39 4.93 6.87
C 0.05 4.61 5.83
Fe 0.67 3.83 4.39
C 0.81 2.46 5.48
O 0.78 1.62 6.29
C -1.02 3.30 4.09
O -2.09 2.85 4.03
C 1.70 2.91 2.73
C 1.15 3.76 1.73
C 0.72 5.02 1.99
C 0.76 5.58 3.31
C 1.91 5.57 4.15
C 2.92 4.63 4.07
C 2.63 3.31 3.72
H 1.65 1.84 2.53
H 0.98 3.29 0.75
H 0.21 5.59 1.19
H 0.02 6.36 3.55
H 2.03 6.41 4.84
H 3.92 4.87 4.47
H 3.27 2.52 4.13
*
```

For the HOMO-LUMO gap (alpha / beta), the calculation gives 0.232 / 0.228 Ha. For the largest force on an atom, the calculation gives 5.441 eV/A. The calculation puts the total energy at -2178.70551 a.u. The highest occupied orbital energy (alpha / beta) is -0.224 / -0.309 Eh. The calculation puts the energy above the lowest of the compared OMol25 structures with the same formula, charge and spin at 1.164 eV.


No. 9
# C15H14IrN2S3Te

A structure of composition C15H14IrN2S3Te (ωB97M-V/def2-TZVPD, the OMol25 dataset).

ORCA input file:
```
! RIJCOSX wB97M-V def2-TZVPD def2/J DEFGRID3
* xyz 1 5
Ir 0.11 0.31 -0.42
C -3.07 3.57 -0.31
C -1.86 2.87 -0.35
N -1.79 1.56 -0.24
C -2.94 0.86 -0.09
C -4.19 1.47 -0.06
C -4.23 2.87 -0.17
C -5.37 0.66 0.07
C -5.28 -0.68 0.15
C -4.00 -1.34 0.13
C -3.85 -2.73 0.21
C -2.60 -3.28 0.18
C -1.49 -2.43 0.09
N -1.61 -1.12 0.02
C -2.84 -0.57 0.02
H -3.06 4.65 -0.41
H -0.92 3.39 -0.48
H -5.19 3.38 -0.14
H -6.34 1.15 0.09
H -6.18 -1.29 0.24
H -4.73 -3.36 0.29
H -2.44 -4.35 0.24
H -0.48 -2.82 0.09
S 3.96 -2.21 -0.81
C 2.49 -1.43 -0.56
S 1.68 -1.33 0.91
S 1.73 -0.61 -1.87
C 1.74 3.99 -0.07
Te 2.00 2.02 0.69
C 1.24 2.43 2.63
H 2.56 4.61 0.28
H 0.79 4.41 0.27
H 1.76 3.93 -1.16
H 0.41 3.12 2.55
H 2.03 2.86 3.25
H 0.91 1.49 3.06
*
```

For the HOMO-LUMO gap (alpha / beta), the calculation gives 0.235 / 0.225 Ha. For the largest force on an atom, the calculation gives 0.275 eV/A. The calculation puts the total energy at -2256.14729 a.u. The highest occupied orbital energy (alpha / beta) is -0.360 / -0.426 Eh.


No. 10
# C15H14IrN3O7

A structure of composition C15H14IrN3O7 (ωB97M-V/def2-TZVPD, the OMol25 dataset).

ORCA input file:
```
! RIJCOSX wB97M-V def2-TZVPD def2/J DEFGRID3
* xyz 2 5
Ir 0.71 -0.74 -0.77
C -2.46 -2.56 0.30
C -1.31 -2.45 -0.66
C -1.41 -1.69 -1.84
C -0.34 -1.59 -2.75
C -0.45 -0.84 -4.03
C 0.89 -2.24 -2.40
C 1.01 -3.05 -1.24
C 2.26 -3.82 -0.97
C -0.10 -3.12 -0.38
H -2.15 -2.28 1.31
H -2.78 -3.60 0.35
H -3.31 -1.95 -0.01
H -2.33 -1.17 -2.07
H 0.43 -0.23 -4.22
H -1.34 -0.21 -4.06
H -0.52 -1.56 -4.85
H 1.73 -2.18 -3.08
H 3.15 -3.29 -1.32
H 2.21 -4.77 -1.52
H 2.37 -4.06 0.09
H -0.02 -3.69 0.54
O 0.07 5.80 3.85
N -0.01 4.62 4.08
O -0.18 4.07 5.14
C 0.11 3.71 2.90
C 0.02 2.32 3.13
C 0.13 1.47 2.08
C 0.33 1.96 0.74
O 0.44 1.27 -0.31
C 0.39 3.40 0.60
C 0.29 4.27 1.65
N 0.57 3.88 -0.77
O 1.70 4.13 -1.10
O -0.44 3.93 -1.43
N 0.05 0.04 2.37
O 0.44 -0.79 1.52
O -0.37 -0.30 3.44
H -0.13 1.97 4.15
H 0.35 5.35 1.53
*
```

For the HOMO-LUMO gap (alpha / beta), the calculation gives 0.285 / 0.236 Ha. For the largest force on an atom, the calculation gives 0.208 eV/A. The calculation puts the total energy at -1374.22975 a.u. The highest occupied orbital energy (alpha / beta) is -0.588 / -0.637 Eh. The calculation puts the energy above the lowest of the compared OMol25 structures with the same formula, charge and spin at 0.000 eV.


No. 11
# C15H14IrN5O13S3

A structure of composition C15H14IrN5O13S3 at a distorted geometry (ωB97M-V/def2-TZVPD, the OMol25 dataset).

ORCA input file:
```
! RIJCOSX wB97M-V def2-TZVPD def2/J DEFGRID3
* xyz 1 2
Ir 0.03 0.21 -0.65
O -3.10 -0.51 2.07
S -1.93 0.16 1.65
O -1.10 -0.72 0.69
O -2.11 1.45 0.99
C -0.81 0.38 3.02
C -1.36 0.14 4.26
C -0.62 0.36 5.42
C 0.67 0.83 5.34
C 1.24 1.06 4.09
C 0.52 0.83 2.93
S 1.47 1.09 1.45
O 1.56 -0.23 0.71
O 2.71 1.66 1.80
O 0.61 1.89 0.49
H -2.38 -0.22 4.32
H -1.07 0.17 6.39
H 1.25 1.01 6.23
H 2.26 1.40 4.02
O 4.40 -5.65 -2.47
N 4.55 -4.45 -2.40
O 5.61 -3.86 -2.42
C 3.33 -3.63 -2.26
C 2.08 -4.26 -2.22
C 0.96 -3.50 -2.09
C 0.99 -2.10 -1.94
O -0.13 -1.47 -1.71
C 2.28 -1.51 -2.06
C 3.44 -2.27 -2.21
N 2.47 -0.09 -2.16
O 3.53 0.34 -2.48
O 1.52 0.73 -1.98
N -0.35 -4.16 -2.07
O -1.23 -3.64 -2.72
O -0.43 -5.20 -1.45
H 2.01 -5.34 -2.26
H 4.41 -1.81 -2.28
C -1.66 4.54 -0.24
N -1.23 3.36 -0.98
C -2.07 2.45 -1.43
S -1.45 0.93 -2.12
N -3.37 2.63 -1.45
C -4.37 1.63 -1.83
H -0.78 5.07 0.11
H -2.26 4.24 0.62
H -2.23 5.22 -0.88
H -0.24 3.12 -0.95
H -3.72 3.53 -1.15
H -4.14 0.68 -1.37
H -4.43 1.53 -2.91
H -5.34 1.96 -1.46
*
```

For the HOMO-LUMO gap (alpha / beta), the calculation gives 0.284 / 0.219 Ha. For the largest force on an atom, the calculation gives 1.358 eV/A. The calculation puts the total energy at -3130.27672 a.u. The highest occupied orbital energy (alpha / beta) is -0.468 / -0.467 Eh. The calculation puts the energy above the lowest of the compared OMol25 structures with the same formula, charge and spin at 0.244 eV.


No. 12
# C15H14N4O4S2

A structure of composition C15H14N4O4S2 at a distorted geometry (ωB97M-V/def2-TZVPD, the OMol25 dataset).

ORCA input file:
```
! RIJCOSX wB97M-V def2-TZVPD def2/J DEFGRID3
* xyz 0 1
C -8.56 -1.13 -0.83
C -7.07 -1.52 -1.41
H -7.03 -2.46 -1.76
H -6.86 -0.89 -2.26
O -6.23 -1.59 -0.52
C -5.79 -0.29 -0.07
O -6.11 0.67 -0.56
C -4.77 -0.25 0.91
C -3.59 0.58 0.66
C -3.48 1.84 0.49
S -1.97 2.63 0.20
C -1.49 0.85 0.32
N -2.31 -0.24 0.59
N -0.03 0.56 0.34
C 0.50 -0.79 0.35
O -0.17 -1.81 0.88
C 2.03 -0.94 0.33
C 2.61 -2.04 0.51
N 4.07 -2.05 0.22
C 4.62 -1.05 0.11
N 4.08 0.14 -0.28
C 4.95 1.20 -0.34
C 6.32 0.75 -0.52
C 7.51 1.43 -0.71
H 7.34 2.60 -1.31
H 8.35 1.33 -0.07
H 8.06 0.78 -1.77
S 6.41 -0.93 -0.27
H 4.65 2.08 -0.54
C 2.78 0.36 0.02
O 2.36 1.65 -0.27
H 2.04 -2.89 0.55
H 0.61 1.28 0.09
H -4.36 2.44 0.44
H -4.49 -1.37 1.21
H -5.23 0.32 1.96
H -9.30 -1.27 -1.89
H -8.89 -1.72 0.20
H -8.64 -0.04 -0.60
*
```

For the HOMO-LUMO gap, the calculation gives 0.291 Ha. For the largest force on an atom, the calculation gives 13.577 eV/A. The calculation puts the total energy at -1895.99374 a.u. The highest occupied orbital energy is -0.319 Eh. The calculation puts the energy above the lowest of the compared OMol25 structures with the same formula, charge and spin at 11.022 eV.